[1]
{
  "formula": "C32H70AsF12O16",
  "method": "ωB97M-V/def2-TZVPD",
  "total_energy_ha": -5898.91034,
  "e_homo_ev": [-8.92, -8.92],
  "gap_ev": [8.0, 2.0],
  "multiplicity": 2,
  "s2": 0.76,
  "species": ["As", "F", "F", "F", "F", "F", "F", "C", "O", "C", "C", "O", "C", "H", "H", "H", "H", "H", "H", "H", "H", "H", "H", "C", "O", "C", "C", "O", "C", "H", "H", "H", "H", "H", "H", "H", "H", "H", "H", "C", "O", "C", "C", "O", "C", "H", "H", "H", "H", "H", "H", "H", "H", "H", "H", "C", "O", "C", "C", "O", "C", "H", "H", "H", "H", "H", "H", "H", "H", "H", "H", "C", "O", "C", "C", "O", "C", "H", "H", "H", "H", "H", "H", "H", "H", "H", "H", "C", "O", "C", "C", "O", "C", "H", "H", "H", "H", "H", "H", "H", "H", "H", "H", "C", "C", "O", "C", "O", "C", "F", "F", "F", "H", "H", "H", "H", "H", "C", "C", "O", "C", "O", "C", "F", "F", "F", "H", "H", "H", "H", "H"],
  "positions_angstrom": [[-0.13, 0.82, 0.58], [0.33, -0.92, 0.64], [-1.19, 0.68, 2.00], [-0.54, 2.55, 0.46], [0.89, 1.04, -0.86], [-1.50, 0.36, -0.47], [1.23, 1.25, 1.63], [-0.10, 0.88, -3.96], [0.39, -0.01, -4.93], [1.30, 0.57, -5.86], [0.71, 1.48, -6.95], [-0.40, 0.99, -7.77], [-1.59, 0.60, -7.10], [0.54, 1.17, -3.13], [-0.90, 0.35, -3.45], [-0.47, 1.82, -4.36], [1.81, -0.20, -6.45], [2.17, 0.93, -5.31], [1.48, 1.89, -7.61], [0.34, 2.40, -6.49], [-1.90, 1.32, -6.34], [-1.41, -0.39, -6.69], [-2.47, 0.57, -7.74], [0.22, 7.03, -2.45], [-0.46, 5.82, -2.63], [-0.78, 5.04, -1.48], [-1.82, 5.61, -0.56], [-3.17, 5.40, -1.08], [-3.45, 6.30, -2.17], [1.09, 6.89, -1.82], [-0.40, 7.64, -1.79], [0.36, 7.73, -3.28], [0.20, 4.96, -1.01], [-1.13, 4.06, -1.82], [-1.55, 6.64, -0.30], [-1.86, 5.08, 0.39], [-4.42, 6.04, -2.62], [-2.71, 6.18, -2.96], [-3.44, 7.33, -1.83], [3.00, -5.71, 3.77], [3.20, -5.76, 2.40], [2.32, -4.96, 1.63], [2.17, -3.52, 2.07], [3.39, -2.86, 2.20], [3.29, -1.50, 2.33], [3.69, -6.25, 4.41], [2.04, -6.16, 4.04], [3.06, -4.69, 4.14], [1.35, -5.41, 1.43], [2.80, -5.05, 0.65], [1.41, -3.46, 2.84], [1.62, -3.09, 1.23], [4.28, -1.09, 2.14], [3.15, -1.22, 3.38], [2.53, -0.98, 1.75], [-2.49, -5.86, 4.77], [-2.48, -4.46, 4.49], [-1.87, -4.16, 3.28], [-1.59, -2.65, 3.30], [-0.79, -2.42, 4.46], [-0.78, -1.02, 4.81], [-1.55, -6.38, 4.57], [-3.30, -6.29, 4.17], [-2.87, -6.13, 5.75], [-2.58, -4.39, 2.49], [-0.96, -4.72, 3.09], [-2.55, -2.12, 3.27], [-0.88, -2.41, 2.50], [-1.77, -0.58, 4.69], [0.03, -0.57, 4.24], [-0.55, -0.92, 5.87], [-1.85, -3.03, -0.60], [-1.33, -4.34, -0.17], [-1.20, -5.20, -1.35], [-0.57, -6.58, -1.14], [-1.53, -7.54, -0.57], [-1.51, -7.43, 0.88], [-1.97, -2.32, 0.22], [-2.80, -3.21, -1.09], [-1.10, -2.57, -1.25], [-0.69, -4.64, -2.13], [-2.19, -5.31, -1.78], [0.39, -6.39, -0.67], [-0.32, -7.02, -2.10], [-0.52, -7.76, 1.19], [-2.31, -8.05, 1.26], [-1.65, -6.39, 1.18], [8.48, -1.61, 0.72], [8.05, -0.48, -0.08], [7.11, 0.32, 0.62], [6.51, 1.54, -0.09], [5.44, 1.38, -1.08], [4.15, 1.34, -0.51], [9.15, -1.31, 1.52], [9.08, -2.29, 0.11], [7.64, -2.21, 1.07], [7.56, 0.55, 1.58], [6.31, -0.39, 0.85], [7.25, 1.95, -0.77], [6.24, 2.31, 0.64], [3.78, 2.32, -0.22], [4.13, 0.67, 0.35], [3.48, 1.02, -1.32], [-2.24, 3.39, 3.89], [-0.73, 3.48, 3.62], [-0.04, 4.26, 4.65], [0.70, 5.35, 4.39], [0.98, 5.72, 3.28], [1.28, 6.15, 5.60], [1.09, 7.44, 5.45], [0.70, 5.79, 6.73], [2.62, 5.94, 5.64], [-2.63, 4.40, 3.79], [-2.43, 3.09, 4.92], [-2.82, 2.68, 3.29], [-0.49, 3.84, 2.62], [-0.28, 2.51, 3.85], [-4.00, 2.33, -1.75], [-4.26, 0.84, -2.03], [-4.62, 0.69, -3.45], [-5.87, 0.99, -3.90], [-6.83, 1.33, -3.19], [-6.11, 0.71, -5.40], [-5.04, 0.20, -5.99], [-7.16, -0.16, -5.45], [-6.41, 1.89, -5.96], [-3.19, 2.68, -2.40], [-3.81, 2.38, -0.68], [-4.84, 2.96, -2.03], [-5.01, 0.39, -1.37], [-3.34, 0.27, -1.93]],
  "mulliken_spin": [-0.0002, -0.0002, -0.0001, -0.0009, 0.0000, -0.0001, 0.0003, 0.0001, 0.0000, 0.0000, 0.0000, 0.0000, 0.0000, -0.0003, 0.0000, 0.0000, 0.0000, 0.0000, 0.0000, 0.0000, 0.0000, 0.0000, 0.0000, 0.0005, 0.3930, 0.0875, 0.1013, 0.3122, 0.0128, 0.0208, 0.0386, 0.0015, 0.0058, -0.0062, 0.0209, -0.0377, 0.0005, 0.0340, 0.0146, 0.0000, 0.0000, 0.0000, -0.0001, 0.0000, 0.0000, 0.0000, 0.0000, 0.0000, 0.0000, 0.0000, 0.0000, 0.0001, 0.0000, 0.0000, 0.0000, 0.0000, 0.0000, 0.0000, 0.0000, 0.0000, 0.0000, 0.0000, 0.0000, 0.0000, 0.0000, 0.0000, 0.0000, 0.0001, 0.0000, 0.0000, 0.0000, 0.0000, 0.0000, 0.0000, 0.0000, 0.0000, 0.0000, 0.0000, 0.0000, 0.0000, 0.0000, 0.0000, 0.0000, 0.0000, 0.0000, 0.0000, 0.0000, 0.0000, 0.0000, 0.0000, 0.0000, 0.0000, 0.0000, 0.0000, 0.0000, 0.0000, 0.0000, 0.0000, 0.0000, 0.0000, 0.0000, 0.0000, 0.0000, 0.0001, 0.0006, 0.0000, -0.0001, 0.0001, 0.0000, 0.0000, 0.0000, 0.0000, 0.0000, 0.0000, 0.0000, -0.0002, 0.0000, 0.0004, 0.0006, 0.0001, 0.0000, 0.0000, 0.0000, 0.0000, 0.0000, 0.0000, 0.0008, 0.0004, -0.0010, 0.0002, -0.0005]
}

[2]
{
  "formula": "C32H70F10N10O24S10",
  "method": "ωB97M-V/def2-TZVPD",
  "total_energy_ha": -8594.28562,
  "e_homo_ev": -8.26,
  "gap_ev": 2.9,
  "multiplicity": 1,
  "species": ["C", "C", "O", "N", "H", "H", "C", "H", "H", "H", "H", "H", "H", "C", "C", "O", "N", "H", "H", "C", "H", "H", "H", "H", "H", "H", "C", "C", "C", "C", "C", "C", "N", "O", "C", "C", "C", "H", "H", "H", "H", "H", "H", "H", "H", "H", "H", "H", "H", "H", "H", "H", "H", "H", "H", "C", "C", "C", "C", "C", "C", "N", "O", "C", "C", "C", "H", "H", "H", "H", "H", "H", "H", "H", "H", "H", "H", "H", "H", "H", "H", "H", "H", "H", "C", "C", "C", "N", "C", "C", "C", "C", "C", "H", "H", "H", "H", "H", "H", "H", "H", "H", "H", "H", "H", "H", "H", "H", "H", "H", "H", "N", "S", "O", "O", "F", "S", "O", "O", "F", "N", "S", "O", "O", "F", "S", "O", "O", "F", "N", "S", "O", "O", "F", "S", "O", "O", "F", "N", "S", "O", "O", "F", "S", "O", "O", "F", "N", "S", "O", "O", "F", "S", "O", "O", "F"],
  "positions_angstrom": [[-20.85, -10.72, 2.80], [-19.76, -9.70, 3.07], [-19.79, -9.04, 4.13], [-18.54, -9.73, 2.16], [-18.55, -10.61, 1.67], [-18.75, -9.07, 1.42], [-17.24, -9.31, 2.98], [-20.55, -11.72, 3.14], [-21.11, -10.92, 1.76], [-21.79, -10.37, 3.22], [-17.27, -10.08, 3.76], [-17.47, -8.32, 3.37], [-16.34, -9.27, 2.38], [-22.49, -10.29, 6.95], [-21.09, -9.88, 7.42], [-20.72, -8.72, 7.52], [-20.16, -11.01, 7.92], [-20.03, -10.93, 8.91], [-20.65, -11.88, 7.76], [-18.74, -11.05, 7.27], [-22.99, -10.99, 7.61], [-22.58, -10.67, 5.94], [-23.06, -9.38, 6.80], [-18.73, -11.27, 6.20], [-18.09, -11.79, 7.74], [-18.37, -10.03, 7.34], [-23.02, -6.96, 13.59], [-22.91, -5.97, 12.43], [-21.43, -5.78, 12.09], [-21.25, -5.08, 10.79], [-21.86, -5.78, 9.61], [-23.37, -6.21, 9.76], [-23.58, -6.67, 11.21], [-24.72, -7.48, 11.44], [-23.64, -7.38, 8.77], [-24.38, -5.06, 9.42], [-23.58, -4.56, 12.57], [-24.02, -7.31, 13.83], [-22.69, -6.44, 14.49], [-22.33, -7.77, 13.35], [-20.82, -6.68, 12.07], [-21.11, -5.11, 12.88], [-20.19, -4.91, 10.59], [-21.70, -4.09, 10.85], [-21.30, -6.71, 9.61], [-21.60, -5.34, 8.65], [-22.92, -8.19, 8.83], [-23.60, -7.07, 7.73], [-24.59, -7.90, 8.88], [-24.05, -4.08, 9.76], [-25.35, -5.26, 9.88], [-24.54, -4.91, 8.35], [-24.66, -4.64, 12.66], [-23.39, -3.75, 11.88], [-23.20, -4.04, 13.45], [-29.13, -11.17, 11.54], [-28.16, -10.49, 10.62], [-27.25, -9.47, 11.36], [-26.16, -10.11, 12.15], [-25.18, -10.75, 11.19], [-25.99, -11.95, 10.47], [-27.30, -11.48, 9.89], [-28.07, -12.32, 9.03], [-26.33, -13.11, 11.53], [-25.12, -12.46, 9.36], [-28.97, -9.69, 9.53], [-28.70, -11.68, 12.41], [-29.64, -11.93, 10.96], [-29.88, -10.43, 11.82], [-27.82, -8.72, 11.91], [-26.83, -8.78, 10.63], [-26.60, -10.74, 12.92], [-25.64, -9.33, 12.71], [-24.33, -10.98, 11.83], [-24.72, -10.03, 10.51], [-27.02, -12.84, 12.32], [-25.43, -13.42, 12.07], [-26.78, -13.97, 11.04], [-25.20, -11.80, 8.50], [-25.48, -13.43, 9.03], [-24.04, -12.55, 9.53], [-28.36, -9.60, 8.64], [-29.39, -8.74, 9.88], [-29.77, -10.31, 9.13], [-24.72, -3.72, 1.87], [-24.03, -3.84, 3.19], [-23.34, -5.14, 3.61], [-22.30, -4.96, 4.80], [-23.12, -4.55, 6.08], [-21.22, -3.94, 4.53], [-19.99, -4.36, 5.40], [-20.20, -5.84, 5.81], [-21.50, -6.24, 5.09], [-24.15, -3.91, 0.95], [-25.08, -2.72, 1.60], [-25.54, -4.41, 1.67], [-24.70, -3.49, 3.99], [-23.27, -3.08, 3.01], [-22.85, -5.63, 2.76], [-23.96, -6.00, 3.87], [-22.43, -4.56, 6.92], [-23.91, -5.27, 6.29], [-23.41, -3.51, 5.91], [-21.58, -2.93, 4.73], [-20.94, -4.12, 3.49], [-19.92, -3.79, 6.33], [-19.10, -4.30, 4.77], [-20.29, -5.93, 6.89], [-19.38, -6.47, 5.47], [-22.01, -7.01, 5.68], [-21.47, -6.58, 4.06], [-14.43, -14.61, 5.42], [-13.68, -14.03, 6.61], [-14.25, -14.06, 7.96], [-12.53, -13.10, 6.34], [-12.88, -15.44, 6.66], [-15.10, -13.20, 5.02], [-14.30, -12.23, 4.26], [-16.12, -12.69, 5.97], [-16.04, -13.77, 3.86], [-24.74, -7.97, 5.70], [-26.06, -8.53, 6.15], [-25.95, -9.58, 7.15], [-27.35, -8.55, 5.36], [-26.33, -7.30, 7.18], [-24.87, -8.77, 4.19], [-25.56, -7.90, 3.23], [-25.03, -10.23, 4.24], [-23.33, -8.53, 3.81], [-19.66, -10.89, 10.50], [-18.65, -10.24, 11.30], [-18.24, -10.84, 12.57], [-18.52, -8.81, 11.22], [-17.41, -10.57, 10.33], [-20.99, -10.29, 11.35], [-21.49, -9.00, 10.91], [-21.09, -10.64, 12.76], [-22.04, -11.39, 10.75], [-16.19, -6.24, 8.49], [-17.64, -7.11, 8.07], [-17.70, -7.63, 6.76], [-18.93, -6.68, 8.73], [-17.22, -8.42, 9.02], [-16.61, -5.12, 7.65], [-17.58, -4.19, 8.20], [-16.49, -5.35, 6.22], [-15.26, -4.27, 7.98], [-21.64, -13.38, 7.42], [-21.69, -13.98, 5.88], [-22.65, -13.26, 5.08], [-21.35, -15.35, 5.44], [-20.46, -13.10, 5.48], [-21.83, -14.64, 8.18], [-20.59, -15.30, 8.42], [-23.04, -15.47, 7.98], [-22.26, -14.05, 9.66]],
  "lowdin_charge": [0.0365, -0.3161, 0.1227, 0.1124, 0.1706, 0.1710, 0.1036, 0.1035, 0.0951, 0.0777, 0.1076, 0.0992, 0.1104, 0.0329, -0.2963, 0.1177, 0.1145, 0.0433, 0.0671, 0.0576, 0.0819, 0.0801, 0.0428, 0.0718, 0.1094, 0.0661, 0.0014, -0.3984, -0.1197, -0.1803, -0.1083, -0.3458, 0.1823, 0.1100, -0.0239, 0.0197, 0.0106, 0.0831, 0.1068, 0.0909, 0.1342, 0.1445, 0.1395, 0.1032, 0.0965, 0.1098, 0.0628, 0.0577, 0.0673, 0.0806, 0.0949, 0.0705, 0.0956, 0.0748, 0.1063, -0.0026, -0.4477, -0.1498, -0.1997, -0.0884, -0.3649, 0.1620, 0.1675, 0.0482, -0.0210, 0.0078, 0.0818, 0.0993, 0.1123, 0.1367, 0.1104, 0.1170, 0.1016, 0.1259, 0.1129, 0.0598, 0.1139, 0.0992, 0.0826, 0.1016, 0.0739, 0.0789, 0.1042, 0.0881, -0.1142, -0.2245, -0.0780, -0.2131, 0.0454, -0.0886, -0.1049, -0.1331, -0.0988, 0.0782, 0.0833, 0.0803, 0.1132, 0.1049, 0.1294, 0.0906, 0.0819, 0.0836, 0.1012, 0.1282, 0.1337, 0.1137, 0.1193, 0.0805, 0.1006, 0.1101, 0.1092, -0.2552, 0.4917, -0.2912, -0.3113, -0.2478, 0.5194, -0.3172, -0.3319, -0.2275, -0.2628, 0.4437, -0.3198, -0.2890, -0.2424, 0.5926, -0.2869, -0.2519, -0.2122, -0.2647, 0.4001, -0.2582, -0.2737, -0.1834, 0.6278, -0.2972, -0.2479, -0.2133, -0.2045, 0.6435, -0.2879, -0.3267, -0.2222, 0.3560, -0.3129, -0.3143, -0.2176, -0.3074, 0.5778, -0.2951, -0.2378, -0.2018, 0.4434, -0.2424, -0.2998, -0.2330]
}